{
  "formula": "C2H9NO2",
  "method": "ωB97M-V/def2-TZVPD",
  "de_lowest_kj_mol": 45.71,
  "energy_ha": -286.80098,
  "smiles": "NCCO.O",
  "elements": ["N", "C", "C", "O", "H", "H", "H", "H", "H", "H", "H", "O", "H", "H"],
  "positions_angstrom": [[0.96, 0.77, -2.99], [0.18, 0.99, -1.73], [-0.34, -0.30, -1.10], [-1.14, -0.01, 0.06], [1.08, 1.71, -3.34], [0.36, 0.20, -3.57], [0.89, 1.34, -0.99], [-0.69, 1.61, -1.90], [-1.09, -0.83, -1.69], [0.47, -1.00, -0.90], [-0.48, 0.27, 0.73], [0.17, -1.35, 6.06], [0.24, -1.54, 5.11], [-0.62, -1.86, 6.24]]
}